# 1
ORCA calculation (ωB97M-V/def2-TZVPD) on a structure of composition C34H56ClNO6P2Sn.

Results
total charge	+2
electronic energy	-86852.683	eV
lowest unoccupied orbital energy	-8.0	eV
F_max	0.68	eV/Å

The geometry in XYZ format:
```
101
Properties=species:S:1:pos:R:3:forces:R:3
Sn -1.9160 -0.0275 -1.5566 -0.1 0.4 -0.2
C 5.9196 0.2949 -0.6075 0.0 0.0 0.0
C 5.3119 1.4980 0.1403 0.1 0.0 -0.1
C 6.1638 2.7368 -0.1518 0.0 0.0 0.0
C 5.3394 1.2264 1.6573 0.0 0.0 0.0
C 3.8598 1.6612 -0.2724 -0.1 0.1 0.0
C 3.0133 0.5983 -0.1819 0.0 0.0 0.1
C 1.6413 0.7598 -0.4704 -0.1 0.1 -0.2
N 0.7470 -0.1743 -0.3616 0.2 0.2 0.2
C 0.7025 -1.2108 0.4466 -0.2 -0.3 -0.1
C 1.0909 -1.2211 1.7826 0.0 0.1 0.0
C 0.9223 -2.3641 2.5270 -0.1 -0.2 -0.1
C 0.2278 -3.5275 1.9711 0.2 0.2 0.2
C -0.2451 -3.6112 0.7171 0.0 0.1 -0.1
C -0.0165 -2.4238 -0.1475 -0.2 0.1 0.0
O -0.4242 -2.3039 -1.2845 0.2 -0.4 0.0
C -1.0130 -4.8066 0.1780 -0.1 0.1 -0.1
C -2.4460 -4.3474 -0.1587 0.0 0.0 0.0
C -0.3256 -5.3699 -1.0791 0.0 0.0 0.0
C -1.1005 -5.9276 1.2151 0.0 0.0 0.0
C 1.4582 -2.4008 3.9415 -0.1 0.0 0.1
C 1.3092 -3.7696 4.6105 0.0 0.0 0.0
C 2.9523 -2.0242 3.9149 0.0 0.0 0.0
C 0.6771 -1.3550 4.7668 0.0 0.0 0.0
C 1.1557 2.0882 -1.0850 0.2 0.1 0.1
O 0.0398 2.1276 -1.5431 -0.3 0.0 0.0
C 2.1074 3.2356 -1.1008 -0.2 -0.1 0.0
C 3.3645 2.9737 -0.7175 0.2 -0.2 0.1
C 1.6450 4.6050 -1.5799 -0.1 -0.1 0.0
C 1.2435 4.5158 -3.0646 0.0 0.0 0.0
C 2.7586 5.6429 -1.4540 0.0 0.0 0.0
C 0.4513 5.0718 -0.7271 0.0 0.0 0.0
H 6.9810 0.2301 -0.3676 0.0 0.0 0.0
H 5.4578 -0.6495 -0.3165 0.0 0.0 0.0
H 5.8245 0.4089 -1.6889 0.0 0.0 0.0
H 7.1932 2.5296 0.1392 0.0 0.0 0.0
H 6.1694 2.9899 -1.2142 0.0 0.0 0.0
H 5.8377 3.6077 0.4201 0.0 0.0 0.0
H 6.3737 1.0784 1.9713 0.0 0.0 0.0
H 4.9307 2.0682 2.2207 0.0 0.0 0.0
H 4.7744 0.3287 1.9137 0.0 0.0 0.0
H 3.3643 -0.3733 0.1392 0.0 0.0 0.0
H 1.5178 -0.3264 2.2159 0.1 0.0 0.0
H 0.0802 -4.3643 2.6334 0.0 0.0 0.0
H -2.4494 -3.5598 -0.9140 0.0 -0.1 0.0
H -3.0090 -5.1984 -0.5456 0.0 0.0 0.0
H -2.9535 -3.9739 0.7339 0.0 0.0 0.0
H -0.2667 -4.6436 -1.8870 0.0 0.0 0.0
H 0.6828 -5.7186 -0.8456 0.0 0.0 0.0
H -0.8986 -6.2272 -1.4347 0.0 0.0 0.0
H -1.6496 -5.6237 2.1097 0.0 0.0 0.0
H -1.6330 -6.7706 0.7758 0.0 0.0 0.0
H -0.1108 -6.2842 1.5101 0.0 0.0 0.0
H 1.8365 -4.5543 4.0633 0.0 0.0 0.0
H 1.7434 -3.7196 5.6085 0.0 0.0 0.0
H 0.2634 -4.0589 4.7289 0.0 0.0 0.0
H 3.5217 -2.6985 3.2706 0.0 0.0 0.0
H 3.1092 -0.9997 3.5750 0.0 0.0 0.0
H 3.3528 -2.1043 4.9258 0.0 0.0 0.0
H -0.3831 -1.6075 4.8249 0.0 0.0 0.0
H 1.0795 -1.3401 5.7803 0.0 0.0 0.0
H 0.7677 -0.3508 4.3506 0.0 0.0 0.0
H 4.0845 3.7747 -0.7473 0.0 0.0 0.0
H 2.0640 4.1173 -3.6653 0.0 0.0 0.0
H 0.3678 3.8900 -3.2169 0.0 0.0 0.0
H 1.0194 5.5184 -3.4323 0.0 0.0 0.0
H 3.6152 5.4056 -2.0893 0.0 0.0 0.0
H 2.3732 6.6092 -1.7785 0.0 0.0 0.0
H 3.1009 5.7552 -0.4225 0.0 0.0 0.0
H -0.3709 4.3577 -0.7480 0.0 0.0 0.0
H 0.7521 5.2200 0.3125 0.0 0.0 0.0
H 0.0887 6.0268 -1.1100 0.0 0.0 0.0
C -4.8066 -1.8944 -3.2801 0.2 0.0 0.0
P -4.5646 -1.0102 -1.7065 -0.2 0.0 0.1
C -5.3812 -2.0756 -0.4833 0.2 0.0 0.0
C -5.7087 0.4183 -1.8356 0.1 0.0 0.0
C -5.1485 1.5406 -2.7113 0.0 -0.1 0.0
P -3.5689 2.1925 -2.0566 0.0 0.0 0.1
C -4.0572 3.1792 -0.6133 0.0 0.0 0.0
C -3.0750 3.4236 -3.2941 0.1 -0.1 0.0
H -5.8661 -2.0897 -3.4490 0.0 0.0 0.0
H -4.2701 -2.8436 -3.2496 0.0 0.0 0.0
H -4.4129 -1.3151 -4.1167 0.0 0.0 0.0
H -6.4252 -2.2122 -0.7665 0.0 0.0 0.0
H -5.3218 -1.6119 0.4989 0.0 0.0 0.0
H -4.8888 -3.0470 -0.4438 0.0 0.0 0.0
H -5.8921 0.7706 -0.8182 0.0 0.0 0.0
H -6.6574 0.0546 -2.2347 0.0 0.0 0.0
H -5.8516 2.3736 -2.7833 0.0 0.0 0.0
H -4.9693 1.1829 -3.7291 0.0 0.0 0.0
H -4.8422 3.8826 -0.8971 0.0 0.0 0.0
H -3.1953 3.7306 -0.2374 0.0 0.0 0.0
H -4.4127 2.5271 0.1816 0.0 0.0 0.0
H -3.9089 4.0979 -3.4961 0.0 0.0 0.0
H -2.7755 2.9361 -4.2220 0.0 0.0 0.0
H -2.2325 4.0002 -2.9161 0.0 0.0 0.0
O -3.9941 0.3870 1.0207 0.4 0.0 0.3
Cl -2.6109 0.1778 1.3616 -0.6 -0.3 0.0
O -2.3772 0.2379 2.7554 0.2 0.0 -0.5
O -2.1948 -1.1254 0.7894 -0.1 0.4 0.2
O -1.8081 1.1723 0.6088 -0.1 -0.2 0.0
```
Positions in Å, forces in eV/Å.



# 2
ORCA calculation (ωB97M-V/def2-TZVPD) on a structure of composition C34H56N5OP2W at a distorted geometry.

Results
total charge	-1
electronic energy	-66068.071	eV
relative energy (zero: lowest compared OMol25 entry of this formula, charge and spin)	1.009	eV
lowest unoccupied orbital energy (alpha / beta)	2.5 / 2.5	eV
F_max	1.15	eV/Å

The geometry in XYZ format:
```
99
Properties=species:S:1:pos:R:3:forces:R:3
W -0.0691 0.0985 0.3393 0.1 0.4 0.8
C -2.0432 -2.4404 -1.1482 -0.1 0.2 0.0
N -0.7315 -1.8472 -1.3054 0.2 0.4 -0.4
C 0.2658 -2.9078 -1.3964 -0.1 -0.1 0.2
C -0.6826 -0.9495 -2.4722 0.0 0.0 0.0
C 0.7045 -0.3672 -2.5693 -0.1 0.0 -0.1
C 1.3155 -0.1941 -3.7980 0.2 -0.1 0.1
C 2.6256 0.2782 -3.8543 0.0 0.0 0.0
C 3.2947 0.5442 -2.6699 0.0 0.0 0.0
C 2.6457 0.3991 -1.4433 0.0 0.0 0.1
C 1.3216 -0.0222 -1.3513 0.0 -0.1 -0.3
H -2.3099 -3.0619 -2.0193 0.0 0.0 0.0
H -2.7901 -1.6542 -1.0295 0.0 0.0 0.0
H -2.0497 -3.0693 -0.2563 0.0 0.0 0.0
H 0.0534 -3.5788 -2.2448 0.0 0.0 0.0
H 0.2337 -3.4760 -0.4686 0.0 0.1 -0.2
H 1.2639 -2.4973 -1.5109 0.0 0.0 0.0
H -1.4173 -0.1548 -2.2890 0.0 0.0 0.0
H -0.9701 -1.4686 -3.4025 0.0 -0.1 0.0
H 0.7814 -0.4369 -4.7119 0.0 0.0 0.0
H 3.1169 0.4231 -4.8092 0.0 0.0 0.0
H 4.3222 0.8920 -2.6972 0.0 0.0 0.0
H 3.1860 0.6496 -0.5358 0.0 0.0 0.0
N -0.0705 -1.4856 1.5257 -0.4 1.0 -0.3
P -0.4313 -2.2475 2.8117 0.5 -0.6 -0.1
N -0.4062 -3.9242 2.6017 -0.1 -0.1 -0.3
C 0.7195 -4.4945 1.8595 0.0 0.0 0.1
C 0.2603 -5.5815 0.8928 -0.1 -0.1 0.0
C -0.4605 -6.7295 1.6213 0.0 0.0 0.0
C -1.0587 -6.2369 2.9419 0.0 0.0 0.0
C -1.5536 -4.8045 2.7936 0.1 0.0 0.1
N -1.9276 -2.0951 3.5287 0.0 0.6 -0.1
C -3.0985 -1.9705 2.6619 0.0 -0.1 0.0
C -3.6665 -0.5603 2.6717 0.0 0.1 0.0
C -3.9883 -0.1381 4.1016 0.0 0.0 0.0
C -2.7427 -0.2598 4.9726 0.0 0.1 0.0
C -2.1903 -1.6719 4.8966 0.0 -0.2 0.0
N 0.7192 -2.0216 4.0019 -0.1 0.1 0.2
C 1.8645 -1.1385 3.7711 -0.1 0.0 0.0
C 2.4723 -0.6807 5.1129 0.0 0.0 0.0
C 1.4624 -0.8200 6.2443 0.0 0.0 0.0
C 1.1277 -2.2995 6.4312 -0.1 0.0 0.0
C 0.9543 -2.9905 5.0593 0.0 0.0 0.0
H 1.4598 -4.9214 2.5516 0.0 0.0 0.0
H 1.2163 -3.6896 1.3144 0.0 0.0 0.0
H 1.1220 -5.9540 0.3351 0.0 0.0 0.0
H -0.4169 -5.1349 0.1623 0.0 -0.1 0.1
H 0.2188 -7.5661 1.8024 0.0 0.0 0.0
H -1.2631 -7.1103 0.9841 0.0 0.0 0.0
H -0.2961 -6.2460 3.7262 0.0 0.0 0.0
H -1.8683 -6.8910 3.2722 0.0 0.0 0.0
H -2.0982 -4.4925 3.6833 0.0 0.0 0.0
H -2.2660 -4.7555 1.9540 0.0 0.0 0.0
H -3.8659 -2.6751 3.0187 0.0 0.0 0.0
H -2.8223 -2.2661 1.6503 0.0 0.0 0.0
H -4.5597 -0.5230 2.0411 0.0 0.0 0.0
H -2.9262 0.1199 2.2346 0.0 -0.1 0.0
H -4.7744 -0.7928 4.5040 0.0 0.0 0.0
H -4.3747 0.8808 4.1250 0.0 0.1 0.0
H -2.9638 -0.0049 6.0127 0.0 0.0 0.0
H -1.9783 0.4329 4.6183 0.1 0.2 -0.1
H -2.9296 -2.3699 5.3242 0.0 0.0 0.0
H -1.2837 -1.7620 5.4825 0.1 0.0 0.0
H 1.5292 -0.2931 3.1723 0.0 0.0 0.0
H 2.6298 -1.6635 3.1844 0.0 0.0 -0.1
H 2.8214 0.3482 5.0234 0.0 0.0 0.0
H 3.3511 -1.2887 5.3542 0.0 0.0 0.0
H 0.5622 -0.2553 5.9916 0.0 0.0 0.0
H 1.8544 -0.3999 7.1735 0.0 0.0 0.0
H 0.2295 -2.4128 7.0436 0.0 0.0 0.0
H 1.9399 -2.7912 6.9745 0.0 0.0 0.0
H 0.1348 -3.7084 5.0777 0.0 0.0 0.0
H 1.8630 -3.5651 4.8249 0.0 0.0 0.0
C 2.2133 2.9212 0.9711 -0.1 0.1 0.0
P 0.6097 2.9905 0.0071 0.0 0.0 -0.2
C 1.4840 4.0001 -1.3518 -0.2 0.0 -0.1
C -0.3680 4.4345 0.5956 -0.1 0.0 0.1
O -0.0289 2.0162 -1.0430 0.2 -0.5 0.4
H 3.0782 3.0364 0.3193 0.0 0.0 0.0
H 2.2961 2.0159 1.5667 0.0 0.0 -0.1
H 2.1834 3.7855 1.6438 0.0 0.0 0.0
H 2.1000 4.7939 -0.9149 0.0 0.0 0.0
H 0.7563 4.4541 -2.0309 0.0 0.0 0.0
H 2.1186 3.3344 -1.9410 0.0 0.0 0.0
H -0.3143 4.5696 1.6755 0.0 0.0 0.0
H -1.4078 4.2202 0.3386 0.0 0.0 0.0
H -0.0581 5.3500 0.0931 0.0 0.0 0.0
C -0.2116 1.7187 1.3718 -0.2 -0.9 0.0
C -0.7705 2.2599 2.5973 0.3 0.0 -0.2
C 0.0214 2.4920 3.7385 0.0 0.0 0.1
C -0.4717 3.1468 4.8583 0.0 -0.1 0.0
C -1.7818 3.6081 4.8913 0.0 0.0 0.0
C -2.5849 3.3937 3.7751 0.0 -0.1 0.0
C -2.0965 2.7319 2.6613 -0.2 -0.1 0.1
H 1.0542 2.1744 3.7128 0.1 -0.1 0.0
H 0.1788 3.3047 5.7125 0.0 0.0 0.0
H -2.1663 4.1263 5.7608 0.0 0.0 0.0
H -3.6106 3.7477 3.7748 0.0 0.0 0.0
H -2.7300 2.5821 1.7943 0.0 0.0 0.0
```
Positions in Å, forces in eV/Å.



# 3
ORCA calculation (ωB97M-V/def2-TZVPD) on a structure of composition C34H57N3O2SiTm at a distorted geometry.

Results
total charge	+1
2S+1	3
electronic energy	-82151.048	eV
relative energy (zero: lowest compared OMol25 entry of this formula, charge and spin)	2.002	eV
lowest unoccupied orbital energy (alpha / beta)	-2.8 / -2.7	eV
F_max	3.04	eV/Å

The geometry in XYZ format:
```
98
Properties=species:S:1:pos:R:3:forces:R:3
O -0.1598 -2.7415 -2.0196 0.0 1.9 -0.3
O 1.6030 -4.5714 -1.3452 0.7 -1.2 -0.7
C -1.5316 -3.1276 -2.0166 0.1 -0.8 -0.2
C -2.4427 -2.3245 -2.9223 -0.2 -0.4 0.3
H -1.9151 -3.0967 -0.9732 0.4 0.1 -0.4
H -1.4867 -4.1998 -2.2855 -0.7 0.3 -0.1
H -2.3898 -1.2631 -2.6821 -0.1 -0.1 -0.1
H -3.4657 -2.6777 -2.7546 0.1 0.1 -0.1
H -2.2066 -2.4765 -3.9727 0.0 0.1 -0.1
C 0.3750 -2.0671 -3.1889 -0.7 -0.1 0.5
C 0.5538 -3.0628 -4.3072 0.1 0.1 0.0
H 1.3327 -1.6296 -2.8751 -0.1 -0.2 0.0
H -0.2733 -1.2113 -3.4629 0.2 -0.4 0.0
H 1.2093 -3.8764 -3.9714 -0.2 0.3 -0.1
H 1.0104 -2.5608 -5.1608 -0.1 -0.1 -0.1
H -0.4224 -3.4731 -4.5933 0.3 0.0 -0.1
C 3.0116 -4.6389 -1.0642 -0.6 0.0 0.2
C 1.0350 -5.8219 -1.8097 0.0 0.7 0.5
C 3.7671 -3.7161 -1.9829 0.3 0.2 -0.4
H 3.3867 -5.6598 -1.1959 -0.1 0.2 0.3
H 3.1236 -4.3584 -0.0113 0.2 0.0 -0.1
H 3.7715 -4.1051 -3.0157 -0.1 0.2 0.4
H 4.8112 -3.6559 -1.6576 -0.1 0.1 -0.1
H 3.3460 -2.6987 -1.9935 0.1 -0.4 0.0
C 1.8064 -6.4306 -2.9555 0.0 -0.2 0.0
H -0.0027 -5.5627 -2.0964 0.6 -0.2 0.1
H 1.0017 -6.5042 -0.9403 -0.1 0.0 -0.4
H 1.9179 -5.7351 -3.7932 0.0 -0.2 0.2
H 1.2549 -7.3029 -3.3013 0.0 -0.1 -0.1
H 2.7932 -6.7786 -2.6282 -0.2 0.0 -0.3
H 0.5756 -3.4203 -0.4907 -0.2 1.2 2.8
N 0.1109 1.3106 -0.4319 0.7 0.3 0.3
C 0.3265 2.4749 0.2341 -0.4 -0.2 -1.0
C 1.2390 2.7389 1.2751 0.6 -0.3 0.3
C 2.2263 1.8720 1.7861 -0.4 -1.0 -0.2
C -0.4496 3.6669 -0.2507 0.0 0.3 0.5
H -1.4995 3.4109 -0.4286 0.2 0.1 -0.1
H -0.0118 4.0537 -1.1774 -0.1 0.0 0.1
H -0.3907 4.4250 0.5339 -0.1 0.1 -0.4
C 3.3749 2.2987 2.6507 0.1 1.0 0.2
H 4.3491 2.0361 2.2183 -0.3 -0.2 -0.1
H 3.3314 1.8583 3.6546 -0.1 -0.1 -0.3
H 3.3855 3.3875 2.7847 -0.1 -0.2 -0.1
N 2.1068 0.5711 1.4922 0.5 0.4 0.4
C -0.5228 1.3363 -1.7362 -0.5 0.6 0.0
C -1.9071 1.1347 -1.8605 0.1 0.0 0.0
C -2.7549 0.8876 -0.6396 -0.3 0.1 -0.2
C -2.5059 1.2312 -3.1266 0.4 0.1 0.1
H -3.5835 1.0923 -3.2079 0.2 0.0 0.0
C -1.7443 1.5291 -4.2542 0.2 -0.1 0.2
H -2.2174 1.5990 -5.2340 0.1 0.0 0.3
C -0.3710 1.7595 -4.1112 -0.3 0.0 -0.1
H 0.2364 2.0308 -4.9793 -0.2 -0.1 0.3
C 0.2411 1.6920 -2.8620 -0.5 -0.2 0.2
C 1.6643 2.0704 -2.6902 1.0 0.1 -0.2
C 2.9479 -0.5173 1.8894 0.8 0.2 0.2
C 2.6934 -1.1915 3.1139 0.0 0.1 -0.5
C 1.6307 -0.7085 4.0585 -0.3 0.0 0.5
C 3.4314 -2.3355 3.4094 0.0 -0.3 -0.1
H 3.2390 -2.8792 4.3366 0.0 0.2 -0.2
C 4.3895 -2.8130 2.5201 0.1 0.2 0.0
H 4.9393 -3.7306 2.7442 -0.2 0.3 0.0
C 4.6657 -2.1127 1.3455 0.1 -0.5 0.1
H 5.4424 -2.4887 0.6775 -0.2 0.2 0.1
C 3.9604 -0.9659 1.0020 -0.5 -0.1 0.4
C 4.2440 -0.2766 -0.3004 0.4 0.3 -0.5
Tm 0.4669 -0.5118 0.7381 -0.8 1.0 -0.7
H -2.7778 -0.1714 -0.3520 0.0 0.1 0.0
H -3.7839 1.1901 -0.8587 0.1 -0.2 0.1
H -2.4225 1.4564 0.2320 0.0 -0.1 -0.1
H 2.2293 1.3401 -2.0883 -0.2 0.3 -0.1
H 1.7676 3.0552 -2.2075 0.0 -0.3 0.0
H 2.1527 2.1428 -3.6702 -0.1 0.0 0.2
H 1.6017 -1.3496 4.9541 0.0 0.3 -0.3
H 0.6083 -0.7320 3.6326 0.5 0.1 0.2
H 1.8124 0.3231 4.3981 -0.1 -0.3 -0.2
H 4.0856 0.8093 -0.2597 -0.1 -0.3 0.0
H 3.6350 -0.6787 -1.1333 0.1 0.2 0.4
H 5.2938 -0.4388 -0.6030 -0.4 0.0 0.2
H 1.2464 3.7488 1.6635 0.0 0.0 -0.1
C 0.4812 -2.9403 0.6214 0.1 -1.9 -1.1
Si 0.2497 -4.3493 1.8849 -0.3 -1.0 0.1
H 1.4382 -2.4135 0.8330 -0.2 -0.5 0.1
H -0.4978 -2.4207 0.7594 0.4 -0.4 -0.2
C -1.1063 -5.4302 1.1889 -0.3 0.0 -0.2
C -0.3222 -3.8386 3.5915 -0.1 0.5 0.1
C 1.6941 -5.5046 2.1091 0.5 -0.1 -0.1
H 1.4597 -6.2095 2.9161 -0.1 0.2 -0.1
H 2.6254 -5.0078 2.3827 0.0 0.0 0.0
H 1.8991 -6.1099 1.2229 -0.1 0.1 0.0
H -2.0833 -4.9418 1.2251 0.0 0.0 0.0
H -1.1781 -6.3473 1.7857 0.0 0.2 0.0
H -0.9372 -5.7371 0.1543 0.1 0.1 0.0
H -0.9920 -2.9671 3.5829 0.1 -0.2 0.0
H 0.4949 -3.6178 4.2849 0.0 0.0 -0.1
H -0.8907 -4.6728 4.0240 0.1 0.1 -0.1
N -2.3535 -0.1197 2.6778 1.1 -0.2 -0.3
C -1.3041 -0.2935 2.1999 -1.3 0.2 0.5
```
Positions in Å, forces in eV/Å.